[1]
Computed, not measured: C32H22BrN2O5PSm as an isolated structure at a distorted geometry, with wB97M-V/def2-TZVPD.

The spin multiplicity is 6. For the molecular weight, the calculation gives 775.77 g/mol. The HOMO-LUMO gap (alpha / beta) comes out at 8.47 / 8.51 eV. As for the total charge: +1. The lowest unoccupied orbital energy (alpha / beta) comes out at -0.1196 / -0.1181 Eh. The value obtained for the total energy is -143993.9870 eV.

Cartesian coordinates (Å):
Sm -0.74867 -1.04913 0.02350
Br 2.73711 -1.36308 -0.44809
C 1.78879 -3.08324 -0.30970
C 2.45007 -4.30231 -0.18709
C 1.67242 -5.48388 -0.05453
C 0.27571 -5.45457 -0.14133
C -0.30379 -4.20247 -0.33539
N 0.45607 -3.04974 -0.39658
C -1.73712 -4.05118 -0.48179
O -2.53110 -5.00448 -0.46309
O -2.11317 -2.77057 -0.60574
H 3.54566 -4.31310 -0.13099
H 2.21893 -6.42142 0.16846
H -0.27017 -6.41187 -0.03558
O 2.05742 -2.43554 3.10656
C 0.94733 -1.90977 3.27884
N 0.14631 -1.32599 2.27358
C -1.05491 -0.98259 2.79333
O -2.01208 -0.62734 2.06333
C -1.04557 -1.19911 4.26937
C -1.94978 -0.96466 5.29106
C -1.58154 -1.30428 6.59178
C -0.36850 -1.89628 6.89875
C 0.51947 -2.17115 5.87510
C 0.18872 -1.80635 4.56931
H -2.92328 -0.51557 5.09726
H -2.27989 -1.09237 7.39919
H -0.12257 -2.18752 7.93045
H 1.48925 -2.66932 6.08616
O -1.02919 1.14539 -0.14938
P -0.42655 1.97548 -1.30193
C 0.12609 0.72102 -2.45701
C 1.43959 0.70176 -2.94060
C 1.93050 -0.38044 -3.64697
C 1.14486 -1.49720 -3.88771
C -0.16397 -1.50118 -3.45617
C -0.69394 -0.38200 -2.79527
C 0.98988 2.87209 -0.73700
C 1.79753 2.31266 0.26325
C 2.86491 3.00911 0.79605
C 3.18146 4.27587 0.35535
C 2.39944 4.86929 -0.62644
C 1.32907 4.17495 -1.17131
C -1.61761 2.98500 -2.12777
C -1.46442 3.49692 -3.43893
C -2.45864 4.25963 -4.00040
C -3.63674 4.49635 -3.30117
C -3.82370 3.94694 -2.05756
C -2.80883 3.20892 -1.44478
H 2.11391 1.54995 -2.78861
H 2.96132 -0.34678 -4.02671
H 1.60290 -2.35843 -4.40031
H -0.78935 -2.39496 -3.55517
H -1.76322 -0.33475 -2.61249
H 1.58115 1.33116 0.67889
H 3.43194 2.52595 1.59940
H 4.01185 4.81961 0.81568
H 2.55697 5.90916 -0.93927
H 0.73372 4.66433 -1.95936
H -0.54590 3.33066 -4.03157
H -2.33575 4.65384 -5.02015
H -4.41149 5.11310 -3.77707
H -4.77674 4.08267 -1.54778
H -2.90217 2.81280 -0.43589

Force components x, y, z for each atom (eV/Å):
-1.05 -0.91 1.14
-0.91 -1.33 0.33
-0.68 -0.81 -0.28
0.11 -0.18 0.35
0.94 0.58 0.16
0.91 -0.13 0.14
2.71 -0.30 0.11
0.39 -1.19 -0.08
-4.44 0.57 -0.18
2.19 1.68 -0.08
0.92 -0.57 0.26
-0.59 -0.16 0.01
-0.51 0.63 -0.35
-0.02 1.10 -0.19
-2.40 1.22 0.13
1.90 -0.95 -0.32
0.17 -0.20 -0.49
-0.14 -0.29 0.51
0.62 -0.08 -0.08
0.60 -0.47 0.70
-0.26 0.23 -0.31
-0.61 0.26 0.39
-0.02 -0.26 0.24
1.34 -0.45 -0.78
-0.55 0.37 0.29
0.24 -0.10 0.02
0.09 -0.06 -0.17
-0.18 0.26 -0.57
-0.77 0.43 -0.25
0.13 1.38 -0.70
-0.20 -0.66 0.08
0.69 -0.70 -0.96
0.19 0.54 0.09
0.53 0.03 -0.61
0.84 -0.35 -0.18
-0.88 -0.13 0.53
0.35 0.19 -0.10
0.97 1.12 0.32
-0.46 -0.31 -0.07
0.32 -0.71 0.53
0.24 0.60 0.15
-0.19 0.37 -0.14
-0.76 -0.25 -0.59
-0.46 0.46 -0.48
1.04 -0.37 0.17
-0.03 0.25 -0.68
-0.33 0.38 -0.72
-0.38 -0.16 0.81
0.03 0.13 -0.03
-0.31 -0.25 0.20
-0.52 -0.04 0.25
-0.49 0.43 0.29
0.13 0.46 -0.25
-0.09 -0.16 0.26
-0.08 0.10 -0.08
-0.11 0.31 -0.36
-0.31 -0.18 -0.24
0.14 -0.57 0.09
0.22 -0.28 0.52
-0.52 -0.08 0.51
-0.02 -0.17 0.61
0.29 -0.39 0.35
0.29 0.04 -0.02
-0.27 0.06 -0.20

[2]
Computed, not measured: a 2-piece molecular cluster, C3H6NP overall at a distorted geometry, with wB97M-V/def2-TZVPD.

The spin multiplicity is 1. For the molecular weight, the calculation gives 87.06 g/mol. The HOMO-LUMO gap comes out at 9.77 eV. The lowest unoccupied orbital energy comes out at 0.0253 Eh. The energy relative to the best compared isomer or geometry (same formula, charge and spin) is 3.432 eV. As for the structure (SMILES): C=NP.C#C. The value obtained for the total energy is -13982.3961 eV.

Cartesian coordinates (Å):
C -0.14789 -0.80987 0.52400
N -0.95349 -0.69467 -0.39481
P -2.05845 0.50405 -0.84792
H 0.34661 -1.77265 0.66986
H -0.33890 -0.20493 1.42709
H -3.03126 -0.46191 -0.81897
H -2.35434 0.92963 0.53414
C 2.47359 0.42385 -0.70734
C 1.67718 0.79876 0.09129
H 3.02828 -0.33208 -1.14025
H 1.35867 1.61982 0.66293

Force components x, y, z for each atom (eV/Å):
-1.16 -0.86 2.74
-0.31 -0.38 -3.20
0.65 0.31 1.63
0.67 0.35 -0.16
0.88 0.23 0.12
-1.15 -0.27 -0.21
-0.14 0.20 -0.79
0.42 -1.37 -0.26
0.07 2.28 0.63
1.01 -0.67 -1.19
-0.94 0.17 0.70

[3]
Computed, not measured: a 2-piece molecular cluster, C2H6NO2 overall at a distorted geometry, with wB97M-V/def2-TZVPD.

The spin multiplicity is 1. For the molecular weight, the calculation gives 76.07 g/mol. The HOMO-LUMO gap comes out at 7.73 eV. As for the total charge: -1. The lowest unoccupied orbital energy comes out at 0.1470 Eh. The energy relative to the best compared isomer or geometry (same formula, charge and spin) is 1.654 eV. The value obtained for the total energy is -7756.6130 eV.

Cartesian coordinates (Å):
C 2.75201 -0.22297 -0.23825
O 1.96972 0.96470 -0.37349
H 3.79940 -0.04070 0.17265
H 2.35480 -0.90750 0.49433
H 2.65799 -0.80117 -1.19013
C -1.81378 -0.48279 -0.03588
N -0.82947 0.40715 -0.02927
O -2.87108 -0.59774 0.65879
H -1.59254 -1.28640 -0.77425
H 1.06111 0.63251 -0.04014
H -0.89292 0.85210 0.90478

Force components x, y, z for each atom (eV/Å):
0.32 0.15 -0.29
-0.45 -1.42 1.36
-0.99 0.07 -1.20
-0.57 -0.19 0.55
0.93 0.38 0.44
-0.37 -0.43 0.29
0.16 -0.37 1.55
1.30 0.27 -0.56
-0.46 0.06 -0.32
0.49 1.00 -1.19
-0.37 0.48 -0.63

[4]
Computed, not measured: the molecule C3H9BO3 at a distorted geometry, with wB97M-V/def2-TZVPD.

The spin multiplicity is 1. For the molecular weight, the calculation gives 103.91 g/mol. The HOMO-LUMO gap comes out at 9.93 eV. The lowest unoccupied orbital energy comes out at 0.0082 Eh. The energy relative to the best compared isomer or geometry (same formula, charge and spin) is 0.135 eV. As for the structure (SMILES): CC(C)(O)B(O)O. The value obtained for the total energy is -10077.3935 eV.

Cartesian coordinates (Å):
C -0.81277 0.17274 -1.15359
C -0.05036 -0.48833 0.07926
C 0.10404 -1.92111 -0.28519
O -0.67960 -0.38817 1.32421
B 1.43783 0.16417 0.05588
O 2.13434 -0.25454 -1.07437
O 2.05277 0.65258 1.07818
H -1.82187 -0.26745 -1.42276
H -0.06581 0.14069 -1.86040
H -1.17127 1.22444 -0.98107
H -0.86386 -2.55914 -0.31786
H 0.90108 -2.42249 0.33624
H 0.43016 -1.92522 -1.28779
H -1.56683 -0.80545 1.32559
H 3.05041 -0.11532 -1.15692
H 3.04553 0.87116 1.08575

Force components x, y, z for each atom (eV/Å):
-2.74 0.88 2.86
-1.18 1.26 -1.11
-0.19 -2.42 0.53
-0.87 0.55 1.05
-0.55 -2.96 -2.32
-1.99 0.09 -0.38
3.23 2.40 3.31
1.45 -0.44 0.08
0.91 0.04 -2.41
1.00 -0.59 0.15
1.30 1.23 0.55
-1.01 0.24 -0.50
0.66 -0.43 -1.20
0.88 0.28 -0.34
1.61 0.47 0.08
-2.51 -0.60 -0.36

[5]
Computed, not measured: a 2-piece molecular cluster, C5H13NO overall at a distorted geometry, with wB97M-V/def2-TZVPD.

The spin multiplicity is 1. For the molecular weight, the calculation gives 103.16 g/mol. The HOMO-LUMO gap comes out at 8.33 eV. The lowest unoccupied orbital energy comes out at 0.0238 Eh. The energy relative to the best compared isomer or geometry (same formula, charge and spin) is 2.494 eV. As for the structure (SMILES): CC/C(C)=C/N.O. The value obtained for the total energy is -8931.5172 eV.

Cartesian coordinates (Å):
C -1.54756 -2.81374 1.01251
C -1.63242 -1.32551 0.74253
C -0.40542 -0.52911 0.46020
C -0.42740 0.99994 0.02193
C 0.78893 -1.16275 0.46814
N 1.98615 -0.72205 -0.05589
H -2.47407 -3.38582 1.55738
H -0.84135 -3.35805 0.30610
H -0.83731 -2.79654 1.85393
H -2.25887 -1.15769 -0.13143
H -2.13660 -0.87972 1.59047
H 0.24987 1.56924 0.64203
H -1.48482 1.27973 0.21346
H -0.25361 1.17611 -1.07322
H 1.06905 -2.12210 0.98557
H 1.90995 0.00852 -0.80993
H 2.62991 -1.41682 -0.25324
O 1.03702 4.61522 -2.08996
H 0.85434 3.86097 -2.77616
H 0.71748 4.34174 -1.22594

Force components x, y, z for each atom (eV/Å):
1.41 -1.28 2.24
-1.62 0.65 -0.42
2.71 0.01 -0.59
-1.76 -2.24 -0.34
0.22 -0.97 0.61
-1.04 3.68 -1.00
2.00 1.49 -2.25
-1.83 0.21 0.20
-0.15 -0.36 0.39
-0.50 0.14 -0.10
-0.52 0.21 0.23
0.16 0.19 0.03
0.68 0.40 -0.09
0.07 -0.23 0.90
-1.39 0.64 -0.58
0.26 -1.24 1.22
1.31 -1.28 -0.44
-0.26 -1.72 -2.19
0.38 2.08 2.37
-0.13 -0.37 -0.17

[6]
Computed, not measured: C22H24F5N4O4Rh as an isolated structure at a distorted geometry, with wB97M-V/def2-TZVPD.

The spin multiplicity is 1. For the molecular weight, the calculation gives 606.35 g/mol. The HOMO-LUMO gap comes out at 7.35 eV. The lowest unoccupied orbital energy comes out at -0.0189 Eh. The energy relative to the best compared isomer or geometry (same formula, charge and spin) is 1.011 eV. The value obtained for the total energy is -53947.3472 eV.

Cartesian coordinates (Å):
Rh 0.00691 0.17199 -0.07727
C 2.21693 -0.48340 -1.88467
N 1.89391 -0.51707 -0.44110
C 2.88864 0.27677 0.30335
C 1.81581 -1.93209 0.01911
C 1.11488 -2.00466 1.34380
N -0.13925 -1.31520 1.14071
C -1.08070 -1.16003 2.12293
C -2.21823 -0.40933 1.81973
F -2.27205 0.17227 0.58219
C -3.23771 -0.19416 2.71168
F -4.28469 0.55055 2.33106
C -3.19099 -0.72210 3.98898
C -2.07074 -1.45622 4.31674
F -1.95988 -1.98758 5.53852
C -1.03238 -1.66309 3.42218
F 0.02983 -2.38268 3.84235
H 3.18668 -0.96237 -2.04828
H 2.26774 0.55467 -2.20885
H 1.44194 -0.99352 -2.44274
H 3.88277 -0.14194 0.13014
H 2.67119 0.25050 1.36901
H 2.85339 1.30800 -0.02807
H 2.81530 -2.37546 0.07460
H 1.23322 -2.46807 -0.73015
H 1.71895 -1.55254 2.14164
H 0.96701 -3.05244 1.62064
H -3.98651 -0.55830 4.69928
C -1.55862 -0.75824 -5.03726
C -1.66412 -1.77886 -3.89766
C -0.85553 -3.03504 -4.25292
C -3.13336 -2.16099 -3.67747
C -1.11979 -1.19294 -2.66066
C -0.69122 -0.63919 -1.67337
H -1.95237 -1.18839 -5.96076
H -0.51990 -0.47038 -5.20417
H -2.12760 0.14107 -4.80177
H -1.29792 -3.53229 -5.11835
H -0.84590 -3.73735 -3.41868
H 0.17621 -2.77561 -4.49719
H -3.52564 -2.66543 -4.56292
H -3.73637 -1.27310 -3.48630
H -3.23429 -2.82922 -2.82196
F 0.09089 1.32089 6.34372
C 0.99624 1.70505 5.44018
C 0.64321 2.40579 4.36116
N 1.56543 2.82190 3.42062
C 1.10683 3.45190 2.18842
C 0.58599 2.39019 1.23056
O 0.93408 2.39441 0.02945
O -0.14956 1.48962 1.72954
C 2.88927 2.44526 3.49789
O 3.70361 2.68468 2.62899
N 3.21985 1.75504 4.64547
C 2.38562 1.33455 5.68452
O 2.81533 0.73599 6.63912
H -0.38756 2.66637 4.17234
H 1.93035 3.99298 1.73514
H 0.30060 4.14275 2.43702
H 4.19665 1.51290 4.73698

Force components x, y, z for each atom (eV/Å):
-0.55 0.84 0.65
0.37 0.10 -0.03
-0.61 0.01 -0.32
0.20 -0.14 0.14
0.38 -0.27 -0.12
-0.03 0.03 0.25
-0.61 -0.76 0.11
0.27 0.02 -0.31
-0.20 0.08 0.09
-0.01 0.10 0.04
-0.04 0.05 -0.10
0.02 -0.01 0.01
0.04 -0.02 0.02
0.05 0.02 -0.09
0.00 0.00 0.02
-0.07 -0.17 0.25
-0.02 0.02 -0.04
0.04 0.05 0.05
-0.01 0.01 0.02
0.05 -0.05 0.01
0.01 -0.03 0.02
-0.02 -0.03 0.01
0.04 -0.04 -0.05
0.06 0.15 -0.08
-0.03 0.04 0.01
0.03 -0.01 -0.05
-0.04 0.05 -0.04
-0.01 0.00 0.00
-0.01 -0.02 0.00
-0.02 -0.08 0.04
-0.01 0.02 0.00
0.00 0.01 0.01
-0.07 0.24 0.01
0.48 -0.60 -0.10
0.00 0.00 -0.01
0.00 0.00 0.00
0.00 0.00 0.00
0.01 0.01 -0.02
-0.02 -0.01 -0.01
0.01 0.00 0.02
-0.01 0.01 -0.01
0.00 0.00 0.01
0.00 -0.02 -0.01
0.01 0.01 0.00
0.03 0.02 -0.01
0.00 -0.03 0.01
-0.04 0.07 0.07
-0.04 -0.02 -0.01
0.16 0.12 -0.23
-0.36 0.39 -0.16
0.58 -0.11 -0.02
0.00 -0.06 -0.05
0.01 -0.01 -0.02
0.03 0.02 0.06
-0.04 0.01 -0.03
0.00 -0.02 0.01
0.00 0.01 0.00
0.01 0.00 0.04
0.01 0.02 -0.05
-0.02 0.00 -0.01